[1]
{"formula": "C16H36IN2O7P", "method": "ωB97M-V with the def2-TZVPD basis set", "relative_energy_kj_mol": 0.0, "fmax_ev_per_a": 4.5, "homo_lumo_gap_ev": 8.87, "total_energy_ev": -51877.058, "total_charge": 0, "homo_energy_ev": -8.85, "elements": ["O", "C", "O", "C", "C", "C", "P", "O", "O", "O", "C", "C", "C", "C", "I", "H", "H", "H", "H", "H", "H", "H", "H", "H", "H", "H", "H", "H", "H", "C", "O", "C", "C", "C", "N", "H", "H", "H", "H", "H", "H", "H", "H", "H", "H", "H", "C", "O", "C", "C", "C", "N", "H", "H", "H", "H", "H", "H", "H", "H", "H", "H", "H"], "xyz": [[0.31179, 1.88626, 2.93861], [-0.14512, 1.08046, 2.11880], [0.43195, -0.21324, 1.78265], [0.41460, -0.29875, 0.32010], [-0.74084, 0.70488, -0.19257], [-1.73215, 0.23248, -1.36474], [-1.63394, 1.42896, -2.82299], [-0.24635, 1.51819, -3.46760], [-2.09497, 2.98732, -2.29898], [-2.74739, 0.94777, -4.03094], [-1.46329, 1.09135, 1.21769], [-2.19020, 2.46775, 0.86349], [-2.90591, 3.18640, 2.11226], [-3.84554, 4.35137, 1.47036], [-5.81474, 3.59669, 0.85665], [0.11125, -1.30310, -0.12305], [1.37698, 0.14697, -0.11312], [-0.15951, 1.66557, -0.40296], [-2.81952, 0.30029, -0.98064], [-1.45259, -0.84009, -1.64942], [-1.81948, 3.62351, -3.00240], [-3.62902, 0.84689, -3.58854], [-2.06146, 0.22398, 1.64733], [-1.53455, 3.21945, 0.30607], [-3.04435, 2.20187, 0.13262], [-3.56403, 2.46889, 2.70870], [-2.15156, 3.71075, 2.80240], [-3.30749, 4.66651, 0.50013], [-3.90476, 5.28010, 2.12199], [4.98586, 3.72873, 1.58511], [3.76683, 3.01424, 1.69873], [3.91207, 1.59798, 1.71207], [4.24383, 1.00682, 3.09832], [5.70158, 1.19407, 3.50539], [3.38077, 1.56689, 4.14452], [5.71023, 3.20986, 0.95074], [5.40962, 3.91272, 2.57441], [4.76624, 4.69961, 1.13592], [2.93823, 1.20171, 1.40436], [4.63347, 1.27248, 0.95232], [4.05981, -0.07195, 3.04562], [5.92727, 2.22137, 3.79998], [5.94130, 0.55785, 4.36159], [6.37555, 0.91831, 2.68880], [2.41038, 1.36289, 3.91003], [3.43633, 2.58283, 4.07112], [-3.52101, -4.72364, -2.45789], [-2.45344, -3.87969, -2.05760], [-1.32753, -4.56728, -1.52063], [-0.34423, -5.10063, -2.58364], [-0.83024, -6.36781, -3.27870], [-0.04357, -4.08473, -3.60058], [-3.62516, -5.59441, -1.80465], [-3.38481, -5.03921, -3.49396], [-4.44478, -4.14330, -2.41022], [-0.79482, -3.82640, -0.91380], [-1.64577, -5.35969, -0.83275], [0.58852, -5.35328, -2.06771], [-1.62854, -6.17304, -3.99826], [-0.01124, -6.83541, -3.83143], [-1.19810, -7.09743, -2.55149], [0.36262, -3.27133, -3.14118], [-0.93506, -3.73860, -3.95644]], "atomic_forces_ev_per_a": [[-1.5, -3.2, -2.8], [-0.1, 0.7, 0.9], [0.1, 1.9, -0.6], [-1.1, 0.9, -1.6], [0.4, 0.6, 1.8], [-0.3, 0.8, 1.0], [2.6, 0.9, -2.8], [-3.3, -0.4, 1.7], [0.2, -2.3, -0.9], [0.5, 0.7, 3.2], [1.5, 0.9, -1.6], [-1.3, -0.4, 1.4], [-0.5, 0.8, -0.8], [2.0, 0.0, -0.3], [0.9, 0.4, 0.4], [1.0, 0.8, 1.3], [-1.1, -1.3, 0.8], [-1.1, -1.2, -0.4], [1.6, -0.5, -0.5], [-0.7, 1.6, -0.1], [-0.1, -0.8, 0.6], [0.8, 0.1, -0.7], [0.2, 1.3, -0.7], [-0.6, -1.3, 1.0], [1.3, 0.4, 1.1], [1.1, 0.9, -0.7], [-1.0, -1.0, -1.0], [-1.1, -0.4, 1.4], [-0.4, -1.4, -0.7], [-0.3, 0.2, 0.1], [0.3, -0.3, -0.2], [-0.3, -0.1, 0.1], [0.1, 0.4, 0.1], [0.2, -0.2, 0.0], [-0.1, 0.0, -0.2], [0.0, -0.1, 0.1], [0.2, 0.0, -0.1], [-0.1, -0.1, 0.0], [0.0, 0.1, 0.1], [0.1, 0.1, 0.0], [-0.1, 0.1, -0.1], [-0.1, 0.0, -0.1], [-0.1, 0.1, -0.1], [0.0, 0.0, 0.0], [0.1, 0.0, 0.1], [0.0, -0.1, 0.1], [-0.1, 0.3, -0.2], [0.1, -0.3, 0.3], [0.3, 0.2, 0.0], [-0.4, 0.1, -0.2], [0.1, -0.3, 0.0], [-0.1, 0.2, 0.3], [0.1, 0.0, 0.0], [-0.1, -0.2, 0.0], [0.1, 0.0, 0.1], [-0.1, 0.0, -0.1], [-0.1, -0.1, -0.1], [-0.1, 0.1, 0.1], [0.1, 0.1, 0.1], [-0.1, 0.1, 0.0], [0.0, 0.0, 0.0], [0.1, -0.1, -0.1], [0.1, -0.1, -0.1]], "mulliken_charge": [-0.577, 0.231, -0.405, 0.160, -0.432, -0.222, 0.965, -0.684, -0.486, -0.517, 0.034, -0.473, -0.528, -0.912, -0.020, -0.105, 0.230, 0.417, 0.435, -0.173, 0.318, 0.322, 0.441, 0.387, 0.146, 0.324, 0.302, 0.338, 0.469, -0.722, -0.361, 0.095, 0.315, -1.515, -0.729, 0.330, 0.244, 0.251, -0.411, 0.524, 0.394, 0.277, 0.378, 0.345, 0.266, 0.350, -0.729, -0.303, -0.573, 0.343, -1.415, -0.716, 0.325, 0.254, 0.232, 0.174, 0.435, 0.400, 0.276, 0.363, 0.345, 0.238, 0.337]}



[2]
{"formula": "C16H37F6N2O7", "method": "ωB97M-V with the def2-TZVPD basis set", "relative_energy_kj_mol": 234.6, "fmax_ev_per_a": 4.6, "homo_lumo_gap_ev": 6.93, "total_energy_ev": -50807.130, "total_charge": -1, "homo_energy_ev": -4.33, "elements": ["O", "H", "H", "H", "C", "O", "O", "C", "F", "F", "F", "C", "C", "H", "H", "H", "H", "H", "H", "C", "O", "O", "C", "F", "F", "F", "C", "C", "H", "H", "H", "H", "H", "H", "C", "C", "C", "O", "C", "N", "H", "H", "H", "H", "H", "H", "H", "H", "H", "H", "H", "C", "C", "C", "O", "C", "N", "H", "H", "H", "H", "H", "H", "H", "H", "H", "H", "H"], "xyz": [[-0.79055, -0.04197, -0.77257], [-1.14262, -0.66550, -0.13315], [-1.50899, 0.36052, -1.26597], [-0.36556, 0.65110, -0.26206], [0.29127, 2.25964, 1.43347], [0.63842, 2.02058, 0.05941], [-0.30486, 1.04343, 1.87745], [1.51230, 2.92419, 2.24118], [1.48853, 4.23303, 2.02472], [1.47860, 2.75236, 3.58555], [2.74002, 2.48465, 1.74587], [1.15155, 3.06120, -0.76411], [0.84536, 2.63855, -2.18980], [1.24663, 1.63870, -2.35523], [-0.22901, 2.70621, -2.36084], [1.32477, 3.28515, -2.92477], [2.22288, 3.24893, -0.69270], [0.54097, 3.94174, -0.56423], [-0.48560, 3.01518, 1.31629], [-2.19560, -2.84862, 0.17823], [-1.22764, -2.87912, -0.82167], [-1.87929, -1.72641, 1.01743], [-3.64087, -3.02024, -0.45149], [-4.54226, -2.83363, 0.46564], [-3.99419, -2.21000, -1.46547], [-3.89820, -4.23306, -0.92885], [-0.31486, -4.00785, -0.76325], [0.65383, -3.85539, -1.92735], [1.13960, -2.88109, -1.87384], [1.46821, -4.57677, -1.99429], [0.10579, -3.93444, -2.86623], [-0.83908, -4.94755, -0.93718], [0.29490, -3.93535, 0.13732], [-2.11923, -3.78178, 0.73633], [3.70733, 0.54229, 5.50022], [3.54977, -0.66513, 4.55752], [2.99514, -0.32198, 3.17621], [3.00797, -1.52863, 2.42629], [2.13761, -1.63383, 1.34898], [4.86545, -1.27552, 4.38552], [2.79575, 1.13981, 5.51022], [4.50633, 1.22879, 5.22021], [3.96858, 0.22395, 6.50943], [2.89204, -1.29431, 5.15721], [3.55189, 0.48572, 2.70108], [1.93997, -0.10459, 3.34193], [1.17825, -2.05214, 1.65351], [2.59875, -2.30431, 0.62379], [1.97020, -0.72010, 0.77874], [5.48921, -0.56389, 4.03252], [4.62082, -1.76784, 3.53824], [-3.24635, 2.98886, -2.25335], [-3.72706, 1.50753, -2.49551], [-2.96349, 0.76424, -3.58461], [-1.60577, 0.89008, -3.24550], [-0.65352, 0.19660, -4.07521], [-3.58543, 0.85071, -1.17314], [-2.16035, 2.93866, -2.17476], [-3.65571, 3.51784, -1.39270], [-3.42863, 3.49550, -3.20108], [-4.79888, 1.55290, -2.68847], [-3.20427, 1.22828, -4.54105], [-3.26636, -0.28106, -3.64559], [-0.84881, -0.04739, -5.11945], [-0.43863, -0.70701, -3.50477], [0.31632, 0.69379, -4.09330], [-3.97279, -0.07019, -1.32147], [-4.20071, 1.20598, -0.45529]], "atomic_forces_ev_per_a": [[1.3, 0.1, -2.1], [-1.6, -2.5, 2.6], [-1.1, 0.4, -0.4], [1.0, 1.4, 1.3], [-2.5, -3.6, 1.4], [1.8, -0.1, -0.6], [2.6, 3.7, -0.9], [-0.4, -1.7, -0.9], [0.2, 1.1, 0.0], [0.3, -0.2, -1.1], [-1.0, 0.4, 0.9], [-1.1, -0.3, -0.6], [0.2, 0.3, -0.1], [-0.3, -0.1, 0.0], [0.2, -0.5, -0.1], [0.1, 0.2, 0.0], [0.0, 0.0, 0.7], [0.4, 0.5, 0.2], [-0.1, 0.9, 0.7], [1.1, 2.4, 2.6], [1.0, -1.6, -1.8], [-1.8, -2.2, -2.9], [1.2, 0.9, 0.1], [-1.4, 0.5, 1.9], [0.4, 1.0, -0.9], [0.6, -1.6, -0.5], [0.3, 1.1, -1.0], [0.0, 0.5, -0.4], [-0.1, 0.2, -0.1], [-0.2, -0.3, 0.5], [0.0, 0.2, -0.1], [-0.2, -0.1, 0.7], [-0.5, -0.4, 0.5], [-0.1, -0.4, 0.5], [-0.2, 0.4, -0.4], [1.0, 1.8, 1.0], [-1.7, -0.8, 1.2], [1.3, 0.1, 0.4], [-0.4, -0.3, -1.0], [-0.4, -0.8, -0.2], [-0.1, 0.0, 0.2], [0.1, 0.0, -0.4], [-0.2, -0.2, 0.0], [-0.1, -0.7, -0.7], [0.0, 0.0, -0.1], [-0.1, 0.9, -0.4], [-0.2, 0.2, 0.0], [0.1, -0.4, 0.0], [-0.1, 0.4, 0.4], [0.2, 0.4, 0.1], [0.9, -1.1, -0.3], [0.6, -1.3, -1.7], [-0.7, 1.7, 2.5], [-0.3, 0.5, 0.6], [0.7, 0.2, -1.4], [0.7, -0.7, 1.3], [0.3, -1.2, -1.1], [-0.1, 0.2, 0.4], [-0.3, -0.3, -0.2], [-0.2, 0.6, 0.1], [-0.1, -0.1, -0.8], [0.2, 0.1, -0.3], [-0.1, -0.2, 0.2], [-1.0, 0.2, 0.1], [0.0, -0.5, -0.4], [-0.3, 0.7, 0.2], [0.3, -0.6, 0.3], [0.2, 0.7, 0.0]], "mulliken_charge": [0.803, 0.384, 0.274, -0.002, -0.050, -0.570, -0.848, 0.771, -0.279, -0.280, -0.319, -0.659, -0.439, 0.120, -0.057, 0.435, 0.207, 0.375, 0.172, -0.048, -0.183, -0.846, 0.646, -0.310, -0.290, -0.328, -0.243, -1.296, 0.203, 0.376, 0.350, 0.325, 0.358, 0.314, -1.428, 0.494, -0.355, -0.530, -0.520, -0.905, 0.326, 0.337, 0.356, 0.265, 0.126, 0.407, 0.308, 0.334, 0.061, 0.281, 0.420, -1.232, 0.365, -0.909, -0.031, -1.000, -0.623, -0.032, 0.413, 0.380, 0.508, 0.444, 0.450, 0.440, 0.247, 0.263, 0.041, 0.232]}



[3]
{"formula": "C16H37NPbSi4", "method": "ωB97M-V with the def2-TZVPD basis set", "fmax_ev_per_a": 2.1, "homo_lumo_gap_ev": [2.02, 2.11], "total_energy_ev": -55438.378, "total_charge": -2, "homo_energy_ev": [2.72, 2.64], "elements": ["C", "C", "C", "C", "C", "Pb", "N", "C", "C", "H", "H", "H", "H", "H", "H", "H", "H", "H", "H", "C", "Si", "C", "C", "Si", "Si", "C", "C", "C", "Si", "C", "C", "C", "H", "H", "H", "H", "H", "H", "H", "H", "H", "H", "H", "H", "H", "H", "H", "H", "H", "H", "H", "H", "H", "H", "H", "H", "H", "H", "H"], "xyz": [[-1.24820, 1.21843, -4.42454], [0.03698, 1.35806, -5.01208], [0.74671, 2.36855, -4.28534], [-0.11034, 2.83114, -3.23512], [-1.34514, 2.12459, -3.33567], [1.34865, 0.18040, -2.57423], [-0.31966, -0.43719, -1.26779], [-0.81370, -3.32597, -1.93575], [0.23934, -2.97842, -2.69625], [1.73681, 2.76243, -4.51108], [0.39885, 0.83065, -5.89216], [0.11434, 3.62192, -2.51753], [-2.21533, 2.27027, -2.69790], [-2.04865, 0.55186, -4.76521], [0.12063, -2.44632, -3.64978], [-1.80262, -2.90670, -2.15193], [-1.21701, -0.81744, -1.59230], [1.27176, -3.25232, -2.44453], [-0.73193, -4.02921, -1.10410], [-1.21313, 3.09386, 0.25440], [-1.35966, 1.58471, 1.36481], [-0.66763, 1.99440, 3.07110], [-3.14644, 1.00713, 1.52407], [-0.07900, -0.16485, 0.39392], [2.16923, 0.38997, 0.76184], [2.50898, 0.37405, 2.62209], [3.31309, -0.88849, -0.03350], [2.39247, 2.11271, 0.03310], [-0.52075, -2.08288, 1.71472], [-0.53480, -1.63508, 3.54885], [-2.21069, -2.75412, 1.23792], [0.86920, -3.28948, 1.31222], [-1.82709, 3.89673, 0.69042], [-1.58875, 2.90241, -0.75855], [-0.18513, 3.47064, 0.17574], [-1.31740, 2.76947, 3.50344], [-0.66411, 1.13962, 3.75801], [0.34814, 2.40490, 3.01967], [-3.59244, 0.81766, 0.53848], [-3.25501, 0.10133, 2.13631], [-3.72147, 1.81217, 2.00716], [2.28242, -0.59667, 3.08460], [3.58991, 0.55597, 2.72913], [1.97223, 1.15659, 3.17172], [3.60633, -0.64800, -1.07063], [4.22984, -0.86514, 0.58059], [2.90993, -1.91150, -0.00418], [1.99133, 2.27673, -0.98365], [1.94457, 2.87207, 0.69186], [3.48048, 2.28022, -0.00207], [-1.32953, -0.91973, 3.79612], [-0.73819, -2.56005, 4.10964], [0.42025, -1.23126, 3.90479], [-2.24729, -3.09499, 0.19655], [-2.42984, -3.61729, 1.88289], [-3.00517, -2.01298, 1.39103], [0.96067, -3.48676, 0.23609], [1.83726, -2.93584, 1.68969], [0.64568, -4.24293, 1.81289]], "atomic_forces_ev_per_a": [[0.0, 0.3, -0.1], [-0.3, 0.5, 0.3], [-0.7, -0.1, 0.2], [-0.7, -0.1, -0.7], [0.7, 0.4, -0.4], [0.8, -0.6, -0.9], [-1.0, 0.2, 0.5], [0.2, -0.1, -0.6], [-0.4, -0.7, -0.5], [-0.2, -0.2, 0.1], [0.0, 0.1, 0.4], [0.0, -0.3, -0.2], [0.2, -0.2, -0.1], [0.4, 0.2, 0.2], [0.2, 0.0, 0.7], [0.2, -0.4, 0.0], [0.6, 0.1, 0.1], [-0.4, -0.1, -0.2], [0.0, 0.5, 0.0], [-0.5, 0.5, 0.3], [1.2, -1.1, -0.8], [-0.4, 0.5, 0.4], [-0.4, 0.5, 0.2], [-0.2, 0.0, 0.1], [-1.6, -0.3, -1.1], [0.6, 0.2, 0.2], [0.6, 0.1, 0.3], [0.7, 0.7, 0.4], [0.4, 1.6, -1.2], [-0.1, -0.6, 0.4], [-0.2, -0.6, 0.3], [-0.2, -0.7, 0.5], [0.1, 0.1, -0.1], [0.2, -0.1, 0.2], [-0.2, -0.2, 0.0], [0.1, 0.0, 0.2], [0.0, 0.2, -0.2], [-0.2, -0.1, -0.1], [0.2, 0.0, 0.2], [0.1, 0.2, -0.1], [-0.2, -0.2, -0.1], [0.1, 0.2, -0.2], [-0.1, 0.0, 0.3], [0.1, -0.2, -0.1], [-0.2, -0.1, 0.4], [0.0, -0.2, -0.2], [0.1, 0.4, -0.1], [0.2, -0.4, 0.7], [0.2, 0.0, 0.2], [0.0, 0.3, -0.1], [0.1, -0.2, -0.1], [0.0, 0.1, 0.2], [-0.2, 0.0, -0.1], [0.1, 0.2, 0.3], [-0.2, -0.1, -0.1], [0.2, -0.1, 0.0], [-0.1, 0.2, 0.3], [-0.2, 0.0, -0.1], [0.2, -0.1, -0.1]], "mulliken_charge": [-0.567, -0.300, -1.146, -0.210, -0.426, 1.300, 0.092, -0.881, -0.424, 0.409, 0.296, 0.397, 0.423, 0.347, 0.261, 0.288, -0.043, 0.132, 0.353, -0.701, 0.304, -1.037, -1.159, 0.301, -0.668, -0.987, -1.077, -1.761, 0.335, -1.031, -1.007, -1.070, 0.418, -0.168, 0.152, 0.406, 0.245, 0.219, 0.326, 0.207, 0.351, 0.167, 0.409, 0.236, 0.448, 0.346, 0.201, 0.444, 0.017, 0.380, 0.197, 0.387, 0.256, 0.211, 0.327, 0.230, 0.147, 0.300, 0.398]}